{"formula": "C31H43Cl3N7O3PS2SiTeTl", "method": "wB97M-V/def2-TZVPD", "homo_lumo_gap_ev": 6.8, "lumo_energy_ev": 2.13, "charge": -1, "homo_energy_ev": -4.7, "elements": ["Tl", "C", "C", "N", "N", "C", "N", "S", "C", "C", "C", "C", "C", "N", "H", "H", "H", "H", "H", "H", "H", "H", "H", "C", "Si", "C", "C", "C", "C", "C", "C", "N", "C", "S", "H", "H", "H", "H", "H", "H", "H", "H", "H", "H", "H", "H", "C", "C", "O", "P", "O", "Te", "O", "C", "C", "H", "H", "H", "H", "H", "H", "H", "H", "H", "H", "Cl", "C", "Cl", "Cl", "C", "N", "C", "N", "C", "C", "C", "C", "C", "C", "C", "C", "H", "H", "H", "H", "H", "H", "H", "H", "H", "H", "H", "H"], "xyz": [[0.05993, -0.67757, 0.12647], [-0.83141, -4.29941, -2.89420], [-1.31904, -2.89808, -2.60493], [-2.11662, -2.50806, -1.70699], [-2.57027, -3.47011, -0.81093], [-2.73494, -3.03629, 0.39638], [-3.23267, -3.93807, 1.31865], [-2.41730, -1.43087, 1.03178], [-0.81640, -1.81894, -3.56643], [-0.78286, -1.92009, -4.95359], [-0.36998, -0.86598, -5.72374], [-0.14172, 0.36796, -5.11096], [-0.16344, 0.41559, -3.71928], [-0.46308, -0.66060, -2.98251], [0.20868, -4.38302, -2.64678], [-1.36818, -5.03865, -2.29644], [-1.10003, -4.45867, -3.92660], [-3.68988, -4.76551, 0.83746], [-3.55682, -3.56066, 2.16223], [-1.08424, -2.79887, -5.46802], [-0.28505, -1.05392, -6.79591], [0.16628, 1.24727, -5.64476], [0.15269, 1.26491, -3.19520], [1.16409, 0.91349, 6.11973], [-0.65001, 0.54088, 5.55942], [-1.01643, -1.38875, 5.58575], [-1.72406, 1.11241, 7.00660], [-1.14697, 1.28602, 3.94024], [-2.17475, 2.20500, 3.85375], [-2.71342, 2.65254, 2.65740], [-2.20632, 2.10134, 1.54029], [-1.19585, 1.25771, 1.59867], [-0.63940, 0.85600, 2.71182], [0.65202, -0.35766, 2.62802], [1.21698, 0.76922, 7.18492], [1.36467, 1.97700, 5.93459], [2.01012, 0.45140, 5.58324], [-0.88860, -1.63648, 6.65101], [-0.33949, -2.05585, 5.01606], [-2.08907, -1.52631, 5.37027], [-1.64019, 0.33643, 7.72294], [-2.80305, 1.11388, 6.78954], [-1.37756, 1.99325, 7.54538], [-2.70738, 2.48176, 4.75462], [-3.55670, 3.31231, 2.62014], [-2.58766, 2.32143, 0.52947], [1.60584, 3.66850, 1.98236], [2.54484, 2.87777, 1.10653], [2.40155, 3.21664, -0.25813], [1.15074, 2.84146, -1.16265], [0.63169, 1.44390, -0.76722], [1.85506, 3.36440, -3.32255], [-0.06312, 3.77740, -0.65048], [-0.20102, 5.19458, -0.83130], [-1.61113, 5.55848, -0.35103], [1.94445, 3.58395, 3.05372], [0.57131, 3.37251, 1.80935], [1.76677, 4.71217, 1.69516], [2.24367, 1.82528, 1.26193], [3.63354, 3.04141, 1.43706], [-0.11367, 5.44525, -1.91375], [0.60296, 5.80039, -0.36240], [-2.39963, 4.86731, -0.76990], [-1.77104, 6.56124, -0.63138], [-1.58809, 5.38367, 0.70259], [-4.77678, -1.94855, -4.64548], [-4.85936, -0.20201, -4.72223], [-3.38276, 0.44575, -5.45393], [-5.09171, 0.48872, -3.05751], [-5.94148, 0.26000, -5.60486], [-6.87650, 0.56465, -6.22210], [5.32820, -0.97491, -1.73142], [4.10001, -0.34522, -1.28760], [4.04088, -0.33738, 0.11371], [2.92665, -0.85859, -1.92958], [2.41753, -2.17800, -1.49518], [2.95390, -3.37297, -1.94271], [2.58831, -4.57666, -1.42217], [1.70619, -4.66611, -0.31662], [1.03564, -3.52517, 0.04221], [1.39535, -2.32244, -0.56774], [6.13673, -0.52082, -1.22298], [5.41665, -0.94449, -2.83777], [5.38576, -2.02985, -1.53010], [4.90012, 0.16966, 0.50244], [3.95137, -1.34392, 0.59112], [3.21261, 0.30239, 0.42912], [3.20103, -0.94910, -3.02112], [2.15374, -0.13253, -1.88792], [3.62618, -3.32841, -2.78374], [2.95727, -5.48683, -1.83452], [1.43598, -5.62126, 0.19227], [0.35913, -3.53170, 0.88884]]}



{"formula": "C31H43F2N10O4Rb", "method": "wB97M-V/def2-TZVPD", "homo_lumo_gap_ev": [4.0, 6.0], "lumo_energy_ev": [3.80, 3.90], "charge": -2, "homo_energy_ev": [-0.2, -2.1], "elements": ["Rb", "N", "C", "C", "C", "C", "N", "C", "N", "N", "C", "O", "O", "H", "H", "H", "H", "H", "H", "H", "H", "H", "H", "H", "H", "H", "H", "F", "C", "C", "C", "C", "C", "F", "C", "C", "C", "C", "C", "C", "N", "H", "H", "H", "H", "H", "H", "N", "C", "O", "C", "C", "N", "C", "N", "H", "H", "C", "C", "C", "C", "H", "H", "H", "H", "H", "H", "H", "H", "H", "C", "N", "C", "C", "C", "N", "C", "C", "O", "H", "H", "H", "H", "H", "H", "H", "H", "H", "H", "H", "H"], "xyz": [[-0.38437, 0.23009, 1.39519], [-1.12511, -2.49729, 0.14583], [-0.17457, -2.98153, 1.12751], [0.00659, -4.50896, 1.14513], [0.40569, -5.15779, -0.18347], [1.88614, -4.98561, -0.55384], [2.35823, -3.62500, -0.74361], [1.65925, -2.77539, -1.61115], [1.25072, -3.30750, -2.85229], [1.94304, -1.41751, -1.52678], [-0.75322, -2.56741, 2.53364], [-1.88494, -3.00178, 2.78162], [-0.01495, -1.86838, 3.24046], [-2.05456, -2.72547, 0.50025], [-1.00152, -2.95066, -0.75707], [0.78553, -2.47249, 0.99646], [-0.94930, -4.93211, 1.46934], [0.75117, -4.76391, 1.90494], [-0.20152, -4.76159, -0.99927], [0.21131, -6.23345, -0.12389], [2.07918, -5.53347, -1.48494], [2.51421, -5.41530, 0.23311], [2.48965, -3.14979, 0.14218], [1.96453, -3.88652, -3.29865], [1.00069, -2.54910, -3.47537], [2.17650, -1.07527, -0.59882], [1.24559, -0.79037, -1.91048], [2.18791, 4.73587, -2.65550], [2.57708, 3.69700, -1.82356], [1.71334, 2.66893, -1.52844], [2.08410, 1.55364, -0.74733], [3.42644, 1.59725, -0.27123], [4.26627, 2.66798, -0.55689], [5.54658, 2.74663, -0.02733], [3.87053, 3.73880, -1.32954], [3.91192, 0.47189, 0.52237], [5.20026, -0.05896, 0.36370], [5.59488, -1.11550, 1.15557], [4.69171, -1.65008, 2.06816], [3.41693, -1.10447, 2.11415], [3.03889, -0.08315, 1.36926], [0.70266, 2.71540, -1.91406], [4.53503, 4.56580, -1.52957], [5.86623, 0.34603, -0.38479], [6.58986, -1.53355, 1.05169], [4.97141, -2.47518, 2.70753], [2.64766, -1.49788, 2.76818], [-3.22167, -0.50899, 3.48980], [-3.46853, 0.13214, 2.29078], [-2.77312, 1.09803, 1.95316], [-4.62368, -0.32507, 1.57122], [-5.44687, -1.30681, 2.09610], [-6.16613, -2.10223, 2.53541], [-4.99771, 0.19357, 0.34884], [-5.38091, 0.58495, -0.67547], [-3.44782, -1.49440, 3.52699], [-2.28719, -0.33343, 3.83710], [0.06152, 3.77760, 2.05147], [1.23486, 3.10737, 2.76739], [2.30433, 4.17456, 3.10152], [0.79192, 2.40659, 4.00153], [0.37944, 4.20890, 1.10218], [-0.35254, 4.56746, 2.67978], [-0.72004, 3.04551, 1.85816], [1.71696, 2.40007, 2.07259], [1.89386, 4.91706, 3.78704], [2.64040, 4.68288, 2.19812], [3.16887, 3.71445, 3.57767], [-0.23678, 2.47779, 4.31053], [1.37698, 1.58916, 4.38534], [-2.98775, 3.11280, -0.87783], [-3.01307, 2.30745, -2.07832], [-4.21087, 2.45604, -2.87715], [-3.97959, 1.82868, -4.24233], [-3.63604, 0.36765, -4.00504], [-2.49591, 0.27793, -3.12612], [-1.90170, -1.03199, -3.02349], [-2.29619, 1.14498, -2.06575], [-1.41739, 0.92702, -1.25180], [-3.01221, 4.17001, -1.15215], [-2.07716, 2.88985, -0.33036], [-3.84188, 2.87648, -0.23821], [-4.41515, 3.52860, -2.97570], [-5.05851, 1.97477, -2.36865], [-3.14011, 2.32604, -4.73530], [-4.86706, 1.91814, -4.87213], [-3.37027, -0.12812, -4.94886], [-4.50566, -0.15146, -3.57303], [-1.41142, -1.29371, -3.96679], [-2.65784, -1.78972, -2.79121], [-1.17398, -1.00153, -2.21547]]}



{"formula": "C31H43OSi", "method": "wB97M-V/def2-TZVPD", "homo_lumo_gap_ev": 4.6, "lumo_energy_ev": -5.35, "charge": 1, "homo_energy_ev": -10.0, "elements": ["C", "C", "C", "C", "C", "C", "C", "C", "C", "C", "C", "C", "C", "C", "C", "C", "C", "C", "C", "C", "C", "C", "H", "H", "H", "H", "H", "H", "H", "H", "H", "H", "H", "H", "H", "H", "H", "H", "H", "H", "H", "H", "H", "H", "H", "H", "H", "H", "H", "H", "H", "C", "O", "C", "C", "C", "C", "Si", "H", "C", "C", "C", "C", "H", "H", "H", "H", "H", "H", "H", "H", "H", "H", "H", "H", "H"], "xyz": [[0.12551, -2.61561, -4.69025], [-0.39323, -1.29358, -4.20816], [0.32690, -0.56575, -3.26385], [-0.08767, 0.69242, -2.83010], [0.81641, 1.37150, -1.83752], [-1.31046, 1.21203, -3.29773], [-1.84062, 2.54734, -2.77084], [-1.00271, 3.72930, -3.28370], [-1.99424, 2.55952, -1.22591], [-2.70123, 1.39536, -0.67277], [-3.15090, 1.23674, 0.64930], [-4.15959, 0.24008, 0.92495], [-4.81541, -0.52068, -0.18830], [-4.55703, -0.01613, 2.22676], [-4.00876, 0.67072, 3.31456], [-4.42625, 0.33716, 4.71172], [-3.09774, 1.69589, 3.05316], [-2.67593, 2.02051, 1.77032], [-1.71377, 3.15724, 1.64306], [-2.04761, 0.48669, -4.25672], [-3.34444, 1.00333, -4.82764], [-1.58623, -0.75521, -4.68351], [-0.54722, -3.04129, -5.44071], [1.11974, -2.50853, -5.14454], [0.22363, -3.33954, -3.87004], [1.24516, -0.98611, -2.85605], [0.66175, 2.44684, -1.74937], [0.70459, 0.92543, -0.83751], [1.87127, 1.23442, -2.12216], [-2.85348, 2.69685, -3.17059], [-0.94467, 3.68808, -4.37754], [-1.46761, 4.67881, -2.99325], [0.02389, 3.72563, -2.90273], [-1.00243, 2.56012, -0.76450], [-2.48050, 3.51254, -0.94955], [-3.01394, 0.65906, -1.40438], [-5.46971, -1.29615, 0.22904], [-5.43814, 0.14853, -0.79568], [-4.09856, -1.01768, -0.85024], [-5.31621, -0.77371, 2.41854], [-3.89621, 0.96747, 5.42814], [-5.50322, 0.47791, 4.86814], [-4.20069, -0.70904, 4.94853], [-2.71164, 2.26900, 3.89371], [-1.61185, 3.64834, 2.61902], [-0.70668, 2.84272, 1.33623], [-2.07994, 3.91741, 0.94562], [-3.72214, 0.29606, -5.57567], [-4.12431, 1.10579, -4.05946], [-3.22754, 1.97549, -5.32631], [-2.17702, -1.32167, -5.40495], [6.34396, -1.96806, 6.30376], [5.10397, -1.42464, 5.81953], [4.73360, -1.54837, 4.52240], [3.48892, -0.97143, 4.17842], [3.01845, -1.05182, 2.88109], [3.75986, -1.69586, 1.88666], [3.05920, -1.76392, 0.13958], [1.69968, -1.11500, -0.02878], [4.30596, -0.92465, -0.96951], [2.93862, -3.57124, -0.31187], [4.99608, -2.26399, 2.22792], [5.49361, -2.20108, 3.52642], [6.33262, -1.69838, 7.35720], [6.38057, -3.05965, 6.19359], [7.21007, -1.51244, 5.80628], [2.93322, -0.47511, 4.96693], [2.05661, -0.60641, 2.63457], [4.44351, 0.12162, -0.67357], [5.26357, -1.44774, -0.86083], [4.00075, -0.95834, -2.02135], [2.24096, -4.08432, 0.36007], [2.59799, -3.70672, -1.34440], [3.93028, -4.02386, -0.20034], [5.59878, -2.77238, 1.47598], [6.45780, -2.64788, 3.78169]]}



Total energy values (in Ha) by entry order: -5064.47430 -2279.44007 -1571.53407.